{"formula": "C25H36N3O3", "method": "ωB97M-V/def2-TZVPD", "smiles": "CCN(CC)CCOc1ccc2c(c1)/C(=N/O)c1cc(OCC[NH+](CC)CC)ccc1-2", "largest_force_ha_per_bohr": 0.0174, "charge": 1, "species": ["C", "H", "H", "H", "C", "N", "C", "H", "C", "H", "H", "O", "C", "C", "C", "C", "C", "C", "H", "H", "C", "C", "C", "C", "C", "C", "C", "N", "O", "H", "H", "O", "C", "C", "N", "H", "C", "C", "H", "H", "H", "H", "H", "C", "C", "H", "H", "H", "H", "H", "H", "H", "H", "H", "H", "H", "H", "H", "C", "C", "H", "H", "H", "H", "H", "H", "H"], "coordinates": [[0.9720, 2.4695, -7.6477], [1.7212, 3.0048, -7.0698], [1.3186, 1.4489, -7.7909], [0.8789, 2.9347, -8.6251], [-0.3718, 2.4467, -6.9099], [-0.9097, 3.7125, -6.4552], [-0.2202, 4.3289, -5.3447], [0.8640, 4.4373, -5.5010], [-0.4278, 3.5465, -4.0425], [-1.4291, 3.0999, -4.0456], [-0.3353, 4.2259, -3.1853], [0.5652, 2.5394, -3.9516], [0.5624, 1.6975, -2.8995], [-0.3535, 1.7457, -1.8442], [-0.2273, 0.8163, -0.8318], [0.7836, -0.1615, -0.8416], [1.6867, -0.2055, -1.8906], [1.5689, 0.7216, -2.9071], [2.2541, 0.7182, -3.7399], [2.4702, -0.9469, -1.9202], [0.6442, -0.9768, 0.3538], [1.3678, -2.0600, 0.8185], [0.9961, -2.6464, 2.0176], [-0.0874, -2.1605, 2.7407], [-0.8307, -1.0768, 2.2910], [-0.4525, -0.4945, 1.0963], [-1.0364, 0.6475, 0.3781], [-2.0216, 1.4097, 0.6390], [-2.7283, 1.1812, 1.8095], [-3.4257, 1.8536, 1.7953], [-1.6789, -0.6907, 2.8308], [-0.3511, -2.8352, 3.9339], [-1.3927, -2.3680, 4.7618], [-1.3649, -3.2822, 5.9927], [0.0494, -3.4798, 6.3939], [0.5439, -3.4463, 5.4775], [0.5709, -2.3647, 7.2279], [2.0674, -2.1837, 7.0381], [2.4073, -1.3472, 7.6420], [2.2993, -1.9612, 5.9986], [2.6313, -3.0609, 7.3436], [0.3261, -2.5736, 8.2714], [0.0621, -1.4462, 6.9327], [0.2977, -4.8127, 7.0019], [0.4018, -5.8980, 5.9447], [0.6021, -6.8507, 6.4265], [1.2196, -5.6911, 5.2581], [-0.5138, -6.0045, 5.3696], [-0.5092, -5.0235, 7.7070], [1.2342, -4.7644, 7.5588], [-1.7829, -4.2514, 5.7192], [-1.9412, -2.8643, 6.8181], [-1.2250, -1.3172, 5.0347], [-2.3662, -2.4444, 4.2652], [1.5384, -3.4970, 2.4021], [2.2071, -2.4488, 0.2643], [-1.1425, 2.4773, -1.7994], [-0.6477, 5.3234, -5.2047], [-1.3685, 4.6370, -7.4726], [-0.3351, 5.5983, -8.0729], [-0.8221, 6.2254, -8.8157], [0.4766, 5.0637, -8.5558], [0.0868, 6.2440, -7.3066], [-1.8124, 4.0409, -8.2726], [-2.1700, 5.2365, -7.0224], [-0.2678, 1.8109, -6.0283], [-1.1264, 1.9927, -7.5595]], "atomic_forces_ev_per_a": [[-0.2720, 0.0355, 0.1396], [0.1510, 0.0550, 0.0129], [0.0874, -0.1002, -0.0431], [0.0545, 0.0400, -0.0919], [0.0650, -0.1527, -0.0825], [-0.0235, 0.0669, 0.0693], [-0.1685, -0.4479, 0.2752], [-0.0323, 0.1416, 0.0466], [-0.1697, 0.5245, -0.0793], [0.0803, 0.0332, 0.0166], [0.0039, -0.0947, -0.0118], [0.2790, -0.1724, -0.0665], [-0.0175, -0.2115, 0.2848], [0.0454, 0.1211, -0.1963], [0.6130, -0.1756, -0.5256], [-0.3406, 0.5834, -0.3182], [-0.1342, 0.0991, 0.0371], [-0.0399, 0.0976, -0.0796], [0.0840, 0.0031, -0.1024], [0.1067, -0.0750, -0.0376], [-0.3694, -0.0303, 0.4833], [-0.1229, 0.0964, 0.0575], [-0.1472, -0.0145, 0.1614], [0.2320, -0.0281, -0.1250], [-0.0768, -0.1660, 0.2717], [0.2750, -0.4161, 0.1930], [-0.5306, -0.0512, 0.7218], [-0.3329, 0.6621, -0.4286], [0.4371, -0.4075, -0.0466], [0.3064, -0.1487, -0.1783], [-0.0655, 0.0283, 0.0540], [-0.0367, -0.0245, -0.0990], [-0.0522, 0.1675, 0.1344], [-0.5434, 0.1214, -0.5763], [0.2093, 0.0330, -0.4029], [-0.0758, -0.0071, 0.3634], [0.4022, 0.5592, 0.2736], [-0.1349, -0.0895, 0.0147], [0.0147, 0.0529, 0.0410], [0.0374, 0.0372, -0.1062], [0.0696, -0.0771, 0.0294], [-0.1233, -0.0633, -0.1229], [-0.0982, -0.1358, -0.0105], [0.1664, -0.7267, 0.1712], [-0.0730, 0.1224, 0.0607], [0.0151, -0.0523, 0.0450], [0.0899, 0.0014, -0.0816], [-0.0750, -0.0262, -0.0714], [0.0438, 0.1695, -0.0164], [-0.1123, 0.1402, -0.0058], [0.1007, 0.0356, 0.0996], [0.1202, -0.0465, 0.0225], [-0.0359, -0.0991, -0.0431], [0.0700, 0.0055, 0.1077], [0.0592, -0.1004, 0.0453], [0.1040, -0.0563, -0.0575], [-0.0823, 0.1114, -0.0415], [0.0680, 0.0154, 0.0312], [0.0287, 0.1911, -0.0454], [-0.1706, -0.2415, 0.0932], [-0.0043, 0.1200, -0.0752], [0.1147, -0.0067, -0.0635], [0.0718, 0.1066, 0.0453], [-0.0859, 0.0268, 0.0224], [-0.0157, -0.0248, -0.1419], [-0.0740, -0.0768, -0.1267], [0.0303, -0.0578, 0.0759]]}



{"formula": "C6H9N", "method": "ωB97M-V/def2-TZVPD", "smiles": "CC=C=CN1CC1", "largest_force_ha_per_bohr": 0.0275, "species": ["C", "C", "C", "C", "N", "C", "C", "H", "H", "H", "H", "H", "H", "H", "H", "H"], "coordinates": [[2.9596, 0.3824, 0.0981], [1.8541, -0.6394, -0.0589], [0.6268, -0.4559, -0.4639], [-0.6070, -0.7972, -0.7367], [-1.6471, -0.6928, 0.2091], [-2.7334, 0.1852, -0.1720], [-1.7785, 0.5766, 0.8966], [3.6910, 0.2983, -0.7120], [3.5209, 0.3097, 1.0399], [2.5447, 1.3972, 0.0594], [-0.8824, -1.2213, -1.6990], [1.9214, -1.7270, 0.0062], [-3.7250, -0.1832, 0.0691], [-2.6336, 0.6914, -1.1320], [-1.0480, 1.3502, 0.6530], [-2.0636, 0.5258, 1.9432]], "atomic_forces_ev_per_a": [[-0.0360, -0.0160, -0.1282], [-0.2551, 0.0892, -0.3410], [-0.0728, -0.0347, -0.0356], [0.0696, 0.1135, -0.1246], [0.0429, -0.1348, -0.0947], [-0.3563, 0.1047, -0.1231], [-0.0045, 0.1664, 0.2198], [-0.0492, -0.0539, 0.0689], [-0.2999, -0.2610, -0.1857], [-0.0046, -0.2770, -0.0569], [-0.0714, 0.2951, -0.0229], [1.1802, 0.1543, 0.7668], [0.0560, 0.1420, 0.0016], [-0.0695, -0.0346, 0.1808], [-0.1249, -0.2271, 0.0345], [-0.0045, -0.0262, -0.1596]]}



{"formula": "C2H3NS", "method": "ωB97M-V/def2-TZVPD", "smiles": "[H]/N=S1#CC\\1", "largest_force_ha_per_bohr": 0.0545, "species": ["C", "C", "N", "S", "H", "H", "H"], "coordinates": [[0.9164, -0.4161, 0.4327], [0.4383, 0.9747, 0.2381], [-0.7363, -1.0693, -0.9350], [-0.8846, -0.4385, 0.5831], [0.7050, 1.5596, -0.6488], [0.4441, 1.5603, 1.1306], [-0.8829, -2.1707, -0.8007]], "atomic_forces_ev_per_a": [[-0.3490, 0.1546, -0.2960], [-0.2168, -2.1410, -0.0624], [0.4591, -2.3394, 0.7703], [0.7208, 1.7384, -0.6907], [-1.0508, -0.4574, -0.2320], [0.0584, 0.2872, 0.8311], [0.3782, 2.7576, -0.3203]]}



{"formula": "C4H11NOS2", "method": "ωB97M-V/def2-TZVPD", "largest_force_ha_per_bohr": 0.0928, "species": ["C", "C", "C", "C", "H", "H", "H", "H", "H", "H", "H", "H", "H", "H", "H", "N", "O", "S", "S"], "coordinates": [[-2.7983, -0.0258, -0.1922], [-0.1073, 0.3290, 0.7301], [0.8542, 0.1994, -0.4725], [2.1281, -0.4240, -0.0163], [-2.6169, -0.8490, -0.9229], [-3.3475, -0.4118, 0.7274], [-3.5422, 0.6988, -0.7162], [0.3606, 1.0267, 1.4545], [-0.2695, -0.7536, 1.0398], [0.9167, 1.2660, -0.9291], [0.6035, -0.4724, -2.5167], [0.2220, -1.5280, -1.2754], [2.8064, -0.8754, -0.7691], [1.8130, -1.2940, 0.6717], [3.6906, -0.4008, 2.1505], [0.1691, -0.5741, -1.5642], [-2.2152, 2.0379, 1.3761], [-1.5816, 1.2741, 0.1944], [2.9145, 0.7771, 1.0300]], "atomic_forces_ev_per_a": [[-2.5075, 0.8527, -0.4641], [0.1478, -0.6229, -0.4059], [-1.8129, 1.8982, -2.5118], [0.1931, -2.1523, 1.2531], [0.5931, 0.8652, 0.6825], [1.0621, 0.5933, -0.9292], [0.8025, -1.4746, 0.8268], [-0.3957, -0.9617, 0.0548], [-0.2690, 1.5699, 0.3905], [0.5873, -1.5719, 0.8383], [-0.3569, -0.1162, 1.6291], [-0.0997, -0.9453, -0.2469], [-0.5681, 0.6688, 0.1001], [0.4964, 1.0751, -1.0904], [-1.7281, 2.8361, -2.5818], [0.6674, 0.9932, -0.2378], [1.2423, -1.5154, -1.6840], [-0.9094, 0.2910, 1.3097], [2.8553, -2.2833, 3.0671]]}



Number 1: LUMO energy -2.21 eV, orbital gap 7.1 eV, total energy -1363.92453 Eh. Number 2: LUMO energy 1.07 eV, orbital gap 9.3 eV, total energy -288.65049 Eh. Number 3: LUMO energy -0.45 eV, orbital gap 8.6 eV, total energy -530.71884 Eh. Number 4: LUMO energy -0.39 eV, orbital gap 8.4 eV, total energy -1085.24814 Eh.